(1)
Entry from OMol25: a 2-piece molecular cluster, C10H13O2 overall in a non-equilibrium geometry (the ωB97M-V functional and the def2-TZVPD basis).

```
25
Properties=species:S:1:pos:R:3:nbo_charge:R:1
C -0.195 1.654 1.722 -0.506
C -1.501 0.899 1.546 -0.605
C 0.662 0.929 2.761 0.762
O 0.156 1.023 3.911 -0.779
O 1.696 0.340 2.314 -0.808
H 0.365 1.674 0.761 0.181
H -0.268 2.765 1.831 0.185
H -1.181 -0.097 1.189 0.204
H -2.027 1.430 0.758 0.179
H -2.305 0.663 2.327 0.207
C 2.306 -0.283 -0.408 -0.678
C -0.987 0.076 -2.392 -0.197
C -1.589 -1.227 -2.144 -0.259
C 0.284 0.383 -1.811 -0.248
C 0.991 -0.597 -1.086 0.023
C -0.991 -2.047 -1.330 -0.198
C 0.343 -1.839 -0.836 -0.232
H -1.641 0.902 -2.888 0.205
H -2.529 -1.412 -2.555 0.201
H 1.060 1.112 -1.985 0.222
H -1.506 -3.053 -1.198 0.197
H 2.252 0.474 0.352 0.296
H 3.138 -0.219 -1.047 0.195
H 0.791 -2.413 0.105 0.230
H 2.675 -1.139 0.103 0.219
```

Calculated values
- HOMO: -4.0 eV
- LUMO level: 3.38 eV
- Net charge: -1


(2)
Entry from OMol25: a 2-piece molecular cluster, C10H13O3 overall in a non-equilibrium geometry (the ωB97M-V functional and the def2-TZVPD basis).

```
26
Properties=species:S:1:pos:R:3:nbo_charge:R:1
C -1.741 2.725 -0.086 -0.627
C -0.532 0.767 0.831 -0.186
C -1.760 1.341 0.546 -0.048
C -0.481 -0.533 1.347 -0.259
C -2.946 0.615 0.643 -0.219
C -1.627 -1.295 1.346 0.273
C -2.863 -0.749 0.973 -0.252
O -1.664 -2.636 1.695 -0.712
H 0.378 1.343 0.757 0.229
H 0.521 -0.856 1.605 0.262
H -1.156 2.659 -1.009 0.218
H -1.268 3.404 0.622 0.212
H -3.918 1.009 0.388 0.200
H -3.769 -1.335 0.991 0.210
H -1.053 -3.165 1.138 0.489
H -2.699 3.110 -0.435 0.203
C 2.432 -0.155 -0.907 -0.545
C 2.453 -0.717 -2.319 -0.626
C 3.153 -1.037 0.210 0.773
O 3.294 -2.240 -0.107 -0.793
O 3.433 -0.454 1.270 -0.788
H 2.969 0.804 -0.944 0.190
H 1.468 0.090 -0.473 0.197
H 2.888 -1.719 -2.317 0.240
H 3.048 -0.160 -3.041 0.180
H 1.438 -0.819 -2.724 0.180
```

Calculated values
- HOMO: -4.1 eV
- LUMO level: 3.11 eV
- Net charge: -1


(3)
Entry from OMol25: a 2-piece molecular cluster, C10H13O3 overall in a non-equilibrium geometry (the ωB97M-V functional and the def2-TZVPD basis).

```
26
Properties=species:S:1:pos:R:3:nbo_charge:R:1
C -0.186 -2.691 -2.165 -0.518
C -0.753 -4.084 -2.433 -0.602
C -1.013 -1.984 -1.059 0.776
O -1.703 -1.006 -1.448 -0.838
O -1.041 -2.533 0.060 -0.770
H 0.885 -2.848 -2.038 0.191
H -0.346 -2.064 -3.041 0.200
H -0.191 -4.593 -3.231 0.179
H -1.693 -4.051 -3.016 0.187
H -0.985 -4.684 -1.562 0.219
C 1.683 1.994 3.370 -0.624
C -0.485 1.951 -0.346 0.315
C -0.835 1.110 0.703 -0.275
C 0.539 2.880 -0.142 -0.275
C -0.087 1.059 1.870 -0.189
C 1.313 2.822 1.002 -0.219
C 0.974 1.952 2.030 -0.072
O -0.968 1.780 -1.596 -0.697
H -1.466 0.969 -1.646 0.530
H -1.635 0.386 0.587 0.258
H 0.634 3.637 -0.913 0.206
H -0.365 0.421 2.696 0.207
H 2.164 3.482 1.132 0.195
H 1.029 1.729 4.199 0.208
H 1.962 3.002 3.700 0.199
H 2.570 1.364 3.288 0.210
```

Calculated values
- HOMO: -4.5 eV
- LUMO level: 3.34 eV
- Net charge: -1


(4)
Entry from OMol25: an isolated molecule of C10H13O4P in a non-equilibrium geometry (the ωB97M-V functional and the def2-TZVPD basis).

```
28
Properties=species:S:1:pos:R:3:nbo_charge:R:1
C -3.229 -1.743 1.041 -0.252
O -1.986 -1.169 0.686 -0.841
P -1.707 0.408 0.181 1.589
O -2.609 0.289 -1.164 -0.822
C -2.850 1.562 -1.889 -0.284
O -0.169 0.175 -0.374 -0.811
C 0.833 0.246 0.654 0.025
C 0.901 1.643 1.050 -0.216
C 1.964 2.432 0.822 -0.204
C 3.128 1.908 0.073 -0.246
C 3.171 0.601 -0.249 -0.154
C 2.041 -0.304 -0.058 -0.161
C 2.129 -1.569 -0.257 0.344
C 1.748 -2.896 -0.237 -0.122
O 3.027 -2.488 -0.694 -0.439
H -3.771 -0.920 1.691 0.172
H -3.011 -2.717 1.515 0.193
H -3.944 -2.038 0.216 0.179
H -2.085 2.280 -2.088 0.199
H -3.749 1.967 -1.380 0.190
H -3.208 1.320 -2.923 0.199
H 0.501 -0.521 1.442 0.208
H -0.006 2.148 1.553 0.229
H 2.174 3.445 1.270 0.218
H 3.980 2.530 0.038 0.209
H 3.979 0.172 -0.780 0.212
H 1.828 -3.426 0.698 0.183
H 0.924 -3.336 -0.837 0.202
```

Calculated values
- HOMO: -8.0 eV
- SMILES: COP(OC)O[C@@H]1C=CC=C/C1=C1/CO1
- LUMO level: 0.45 eV
- Net charge: 0


(5)
Entry from OMol25: C10H14AsCoF5N2O7Te as an isolated structure in a non-equilibrium geometry (the ωB97M-V functional and the def2-TZVPD basis).

```
41
Properties=species:S:1:pos:R:3:lowdin_spin:R:1
Co -0.923 0.870 -0.657 3.057
O -3.337 0.434 -4.066 0.005
C -2.794 0.553 -2.902 0.006
O -1.746 1.147 -2.651 0.073
C -3.520 -0.117 -1.777 0.007
C -4.715 -0.818 -1.831 0.000
C -5.181 -1.383 -0.649 0.004
C -4.446 -1.248 0.530 0.002
C -3.266 -0.530 0.480 0.005
N -2.838 0.024 -0.652 0.046
C -2.286 -0.239 1.576 0.009
O -2.397 -0.708 2.771 0.005
O -1.316 0.487 1.311 0.065
H -2.816 0.857 -4.775 0.000
H -5.257 -0.918 -2.762 0.000
H -6.112 -1.934 -0.643 0.000
H -4.812 -1.703 1.442 0.001
H -3.173 -1.269 2.933 0.001
C 4.512 1.477 1.216 0.000
As 3.353 -0.018 1.425 0.000
C 2.502 0.036 3.127 0.001
C 4.184 -1.710 1.162 0.000
O 1.903 0.163 0.391 0.013
H 5.386 1.283 1.842 0.000
H 4.012 2.376 1.569 0.000
H 4.821 1.571 0.179 0.000
H 3.278 -0.035 3.891 0.000
H 1.826 -0.811 3.216 0.000
H 1.966 0.975 3.242 0.000
H 4.684 -1.965 2.097 0.000
H 4.902 -1.647 0.349 0.000
H 3.417 -2.448 0.939 0.000
F -0.111 -0.835 -0.896 0.134
Te 1.898 -0.090 -1.531 0.009
F 2.495 1.157 -2.771 0.009
F 2.213 -1.888 -1.260 0.002
F 1.000 -0.694 -3.025 0.010
F 3.768 -0.021 -1.233 -0.001
O 0.545 1.448 -1.357 0.538
O -0.519 4.523 -0.070 -0.007
N -1.102 3.648 -0.180 0.006
```

Calculated values
- HOMO (spin up / spin down): -20.2 / -20.1 eV
- 2S+1: 5
- LUMO level (spin up / spin down): -14.41 / -14.46 eV
- Net charge: +3


(6)
Entry from OMol25: C10H14AuBrN6O2 as an isolated structure in a non-equilibrium geometry (the ωB97M-V functional and the def2-TZVPD basis).

```
34
Properties=species:S:1:pos:R:3:nbo_charge:R:1
Au 0.069 0.006 -0.726 0.873
C -1.144 2.118 4.011 -0.439
N -1.653 1.471 2.754 -0.434
C -3.120 1.342 2.676 -0.401
C -0.843 0.720 2.016 0.600
N -1.149 0.529 0.713 -0.849
N 0.288 0.209 2.565 -0.623
C 1.413 -0.296 1.911 0.621
N 2.326 -0.858 2.745 -0.815
N 1.610 -0.159 0.623 -0.859
H -1.776 2.980 4.357 0.226
H -0.180 2.587 3.756 0.219
H -1.034 1.450 4.916 0.181
H -3.629 0.627 3.288 0.199
H -3.331 1.166 1.595 0.216
H -3.587 2.335 2.932 0.207
H -2.086 0.733 0.442 0.388
H 0.189 0.052 3.575 0.409
H 2.157 -0.938 3.742 0.386
H 3.263 -1.093 2.436 0.416
H 2.544 -0.234 0.179 0.404
Br 3.724 -0.957 -1.928 0.035
C 2.229 -1.078 -3.079 0.123
C 2.457 -1.409 -4.397 -0.269
C 1.347 -1.691 -5.284 -0.169
C 0.068 -1.360 -4.831 -0.195
C -0.091 -0.817 -3.530 0.122
N 0.992 -0.781 -2.660 -0.502
C -1.403 -0.584 -2.980 0.673
O -2.340 -1.248 -3.488 -0.674
O -1.539 0.283 -2.015 -0.778
H 3.521 -1.708 -4.623 0.225
H 1.551 -2.112 -6.259 0.225
H -0.842 -1.282 -5.432 0.257
```

Calculated values
- HOMO (spin up / spin down): -4.5 / -4.5 eV
- LUMO level (spin up / spin down): -0.06 / -0.06 eV
- Net charge: 0


(7)
Entry from OMol25: C10H14B2EuF4N6 as an isolated structure in a non-equilibrium geometry (the ωB97M-V functional and the def2-TZVPD basis).

```
37
Properties=species:S:1:pos:R:3:lowdin_spin:R:1
H 0.979 3.413 1.187 0.000
N 0.566 1.795 -0.147 -0.002
B 0.182 0.348 -2.219 0.000
N 0.561 1.710 -1.539 0.001
C 0.906 2.908 -2.053 0.000
Eu -0.006 -0.002 1.538 6.399
H 0.978 3.074 -3.113 0.000
C 1.144 3.798 -1.005 0.000
H 1.450 4.822 -1.061 0.000
C 0.910 3.062 0.163 -0.001
H 0.222 0.483 -3.400 0.000
C -0.736 -2.263 2.150 0.722
H -0.748 -2.219 3.256 0.039
H 0.047 -2.889 1.680 0.039
H -1.695 -2.400 1.621 0.037
N -1.295 -0.037 -1.830 -0.001
N 1.199 -0.769 -1.798 0.000
N -1.605 -0.214 -0.486 -0.013
N 1.329 -1.064 -0.440 -0.006
C -2.410 -0.234 -2.569 0.001
C 2.043 -1.552 -2.504 0.001
H -2.404 -0.145 -3.640 0.000
H 2.130 -1.491 -3.571 0.000
C -3.468 -0.557 -1.711 0.000
C 2.729 -2.390 -1.623 0.000
C -2.912 -0.536 -0.423 -0.004
C 2.238 -2.058 -0.351 0.000
H -4.483 -0.780 -1.961 0.000
H 3.473 -3.124 -1.844 0.000
H -3.411 -0.743 0.518 -0.002
H 2.510 -2.515 0.592 0.000
H -1.642 1.262 1.853 -0.189
F 0.745 0.613 3.619 -0.012
B 0.224 0.247 5.038 -0.003
F -1.150 -0.055 4.847 -0.004
F 0.990 -0.871 5.400 0.000
F 0.408 1.377 5.825 0.000
```

Calculated values
- HOMO (spin up / spin down): -8.9 / -9.1 eV
- 2S+1: 8
- LUMO level (spin up / spin down): -1.68 / -2.92 eV
- Net charge: 0


(8)
Entry from OMol25: C10H14BClCuN6 as an isolated structure in a non-equilibrium geometry (the ωB97M-V functional and the def2-TZVPD basis).

```
33
Properties=species:S:1:pos:R:3:lowdin_spin:R:1
H -0.226 2.796 0.801 0.000
N 0.120 1.615 -0.909 0.076
B 0.720 0.728 -3.204 0.000
N 0.631 1.876 -2.165 0.006
C 0.911 3.193 -2.271 -0.001
Cu -0.476 -0.292 -0.336 0.691
H 1.304 3.584 -3.195 0.000
C 0.594 3.796 -1.054 0.001
H 0.705 4.828 -0.795 0.000
C 0.102 2.769 -0.227 0.001
H 1.107 1.084 -4.276 0.000
C -1.574 -2.248 0.525 0.037
H -1.934 -1.703 1.397 0.000
H -0.636 -2.755 0.743 0.000
H -2.330 -2.998 0.231 0.005
N -0.718 0.148 -3.238 0.002
N 1.593 -0.384 -2.564 0.000
N -1.330 -0.277 -2.065 0.065
N 1.226 -0.955 -1.363 0.005
C -1.554 -0.036 -4.277 -0.001
C 2.750 -0.935 -2.986 0.000
H -1.238 0.260 -5.266 0.000
H 3.179 -0.621 -3.925 0.000
C -2.720 -0.618 -3.796 0.001
C 3.158 -1.860 -2.031 0.000
C -2.554 -0.752 -2.412 0.004
C 2.171 -1.844 -1.029 -0.001
H -3.574 -0.913 -4.372 0.001
H 4.054 -2.447 -2.051 0.000
H -3.217 -1.181 -1.675 0.000
H 2.123 -2.406 -0.105 0.000
H -1.479 -1.567 -0.398 0.010
Cl -0.084 0.119 1.769 0.099
```

Calculated values
- HOMO (spin up / spin down): -9.1 / -9.0 eV
- 2S+1: 2
- LUMO level (spin up / spin down): 0.68 / -0.87 eV
- Net charge: 0


Summary of energy above the lowest of the compared OMol25 structures with the same formula, charge and spin in eV
2.196, 1.183, 0.771, 4.054, 2.138, 2.072, 0.000, 0.065
(order as listed above)